[1]
{
  "formula": "C32H42N4OPd",
  "method": "wB97M-V/def2-TZVPD",
  "e_homo_ha": [0.0960, -0.0087],
  "molar_mass_da": 605.1,
  "spin_multiplicity": 3,
  "largest_force_ev_per_a": 8.7,
  "s2": 2.0053,
  "total_charge": -2,
  "total_energy_ev": -45348.329,
  "lumo_ev": [3.809, 3.807],
  "homo_lumo_gap_ha": [0.044, 0.149],
  "symbols": ["Pd", "N", "N", "C", "C", "C", "C", "H", "H", "H", "C", "C", "H", "H", "H", "C", "C", "H", "H", "H", "C", "H", "H", "H", "C", "H", "H", "H", "C", "H", "C", "H", "C", "H", "C", "H", "C", "C", "H", "C", "C", "H", "C", "H", "N", "C", "C", "C", "H", "C", "C", "H", "H", "H", "C", "H", "C", "C", "H", "H", "H", "C", "H", "H", "H", "C", "N", "C", "C", "C", "O", "H", "H", "H", "H", "H", "H", "H", "H", "H"],
  "xyz": [[-0.925, 0.736, -0.356], [3.317, 0.728, 2.297], [1.236, 2.124, 0.967], [-2.609, 0.854, -1.518], [-2.948, 0.898, -0.131], [-2.475, -0.307, 0.478], [-2.593, -0.622, 1.926], [-1.907, -0.026, 2.545], [-2.368, -1.670, 2.135], [-3.606, -0.398, 2.277], [-1.811, -1.084, -0.531], [-1.130, -2.385, -0.334], [-1.851, -3.213, -0.325], [-0.609, -2.416, 0.630], [-0.413, -2.574, -1.137], [-1.908, -0.363, -1.769], [-1.310, -0.738, -3.075], [-1.006, -1.787, -3.071], [-0.425, -0.130, -3.309], [-2.030, -0.581, -3.886], [-3.621, 2.027, 0.559], [-4.341, 1.652, 1.290], [-4.155, 2.658, -0.156], [-2.905, 2.665, 1.092], [-2.912, 1.886, -2.540], [-2.008, 2.420, -2.862], [-3.618, 2.617, -2.140], [-3.352, 1.416, -3.427], [4.214, -0.171, 2.703], [5.270, 0.047, 2.485], [3.866, -1.380, 3.338], [4.615, -2.153, 3.505], [2.532, -1.557, 3.740], [2.206, -2.454, 4.254], [1.614, -0.570, 3.442], [0.570, -0.606, 3.761], [1.992, 0.508, 2.579], [0.960, 1.249, 1.977], [-0.072, 1.136, 2.304], [0.603, 2.065, -0.217], [2.262, 3.102, 0.903], [2.940, 3.286, 1.718], [2.184, 3.643, -0.317], [2.724, 4.468, -0.752], [1.213, 2.932, -1.051], [1.188, 2.798, -2.489], [0.576, 3.783, -3.271], [0.511, 3.596, -4.659], [0.019, 4.346, -5.286], [1.094, 2.479, -5.261], [1.090, 2.302, -6.750], [0.683, 1.322, -7.030], [2.113, 2.353, -7.149], [0.496, 3.086, -7.229], [1.737, 1.535, -4.458], [2.221, 0.672, -4.922], [1.804, 1.681, -3.068], [2.533, 0.662, -2.248], [3.342, 1.084, -1.632], [2.993, -0.057, -2.937], [1.857, 0.084, -1.597], [-0.039, 4.983, -2.627], [0.665, 5.513, -1.972], [-0.932, 4.722, -2.038], [-0.361, 5.688, -3.401], [-0.829, -5.826, 4.889], [-0.992, -4.550, 4.210], [-2.065, -3.651, 4.566], [-0.146, -4.095, 3.255], [0.974, -5.018, 2.869], [-0.323, -2.962, 2.767], [-1.618, -5.931, 5.637], [0.149, -5.888, 5.390], [-0.893, -6.664, 4.180], [-1.660, -2.696, 4.933], [-2.679, -3.430, 3.681], [-2.674, -4.123, 5.338], [1.618, -4.494, 2.159], [1.564, -5.308, 3.751], [0.574, -5.929, 2.398]],
  "forces_ev_per_a": [[7.6, 3.6, 2.2], [0.3, 0.3, 0.0], [1.4, 2.5, -1.8], [-1.3, 0.2, -0.3], [-2.4, -0.3, 0.0], [-1.3, -0.2, 0.2], [0.0, -0.1, 0.5], [-0.1, -0.1, -0.1], [0.0, 0.1, 0.0], [0.0, -0.1, 0.0], [-1.1, -1.3, -1.1], [0.0, -0.6, 0.3], [0.0, -0.1, 0.0], [0.0, 0.0, -0.3], [0.0, 0.0, 0.1], [-0.8, -1.7, -0.7], [0.1, -0.1, -0.5], [0.0, 0.0, -0.1], [-0.2, -0.1, 0.0], [0.0, -0.2, -0.1], [-0.3, 0.2, 0.4], [-0.1, 0.1, 0.1], [-0.1, 0.0, 0.1], [-0.2, -0.1, 0.0], [0.0, 0.2, -0.3], [-0.1, -0.1, 0.0], [0.0, 0.0, -0.2], [-0.1, 0.2, 0.0], [-0.7, -1.1, 0.3], [-0.4, -0.1, 0.0], [1.0, 0.6, -0.4], [-0.1, 0.2, 0.1], [-0.9, 0.9, -0.2], [0.1, 0.1, 0.1], [0.4, -0.5, 0.5], [0.3, -0.3, -0.2], [-0.8, 0.0, -0.3], [0.3, -1.5, 2.5], [0.3, 0.1, -0.3], [-0.4, -1.3, -0.4], [-1.1, -0.6, 0.4], [-0.2, 0.0, 0.0], [0.6, 0.2, -1.1], [0.2, -0.2, -0.1], [0.4, 1.2, 0.0], [-0.1, 0.3, 0.5], [0.0, -0.5, -0.1], [0.3, -0.1, 0.1], [0.1, -0.2, 0.2], [0.1, 0.1, 0.4], [0.0, 0.0, -0.2], [0.0, 0.2, 0.0], [-0.2, 0.0, 0.0], [0.1, -0.2, 0.0], [-0.1, 0.3, 0.2], [-0.1, 0.2, 0.1], [-0.1, 0.1, -0.2], [0.2, -0.6, 0.0], [-0.4, 0.0, -0.1], [0.0, 0.1, 0.1], [0.1, 0.4, 0.0], [-0.4, 0.5, 0.0], [-0.2, -0.2, -0.1], [0.4, 0.0, 0.0], [0.0, -0.1, 0.1], [0.1, 0.0, -0.2], [0.2, 0.1, -0.1], [-0.2, 0.2, 0.0], [-0.6, 1.0, 0.1], [0.3, 0.1, -0.3], [0.4, -1.4, 0.3], [0.2, -0.1, -0.1], [-0.2, -0.1, 0.1], [-0.1, 0.0, 0.2], [-0.1, -0.2, 0.0], [0.0, 0.0, 0.3], [0.0, 0.1, -0.1], [-0.1, -0.1, 0.1], [-0.2, 0.0, -0.2], [0.1, 0.2, 0.2]],
  "lowdin_spin": [0.52, 0.01, 0.01, 0.10, 0.01, 0.09, 0.03, 0.01, 0.00, 0.01, 0.04, 0.02, 0.01, 0.00, 0.00, 0.05, 0.01, 0.00, 0.00, 0.00, 0.00, 0.00, 0.00, 0.00, 0.02, 0.01, 0.00, 0.00, 0.00, 0.00, 0.01, 0.00, 0.01, 0.01, 0.01, 0.00, 0.01, 0.03, 0.00, 0.03, 0.00, 0.00, 0.00, 0.00, 0.00, 0.00, 0.00, 0.00, 0.00, 0.00, 0.00, 0.00, 0.00, 0.00, 0.00, 0.00, 0.00, 0.00, 0.00, 0.00, 0.00, 0.00, 0.00, 0.00, 0.00, 0.40, 0.01, 0.09, 0.02, 0.07, 0.01, 0.08, 0.08, 0.09, 0.01, 0.01, 0.03, 0.00, 0.03, 0.03]
}

[2]
{
  "formula": "CH11O5",
  "method": "wB97M-V/def2-TZVPD",
  "e_homo_ha": [-0.3807, -0.3807],
  "molar_mass_da": 103.1,
  "spin_multiplicity": 2,
  "largest_force_ev_per_a": 4.4,
  "s2": 0.7540,
  "total_energy_ev": -11449.534,
  "relative_energy_ev": 0.7990,
  "lumo_ev": [0.183, -3.709],
  "homo_lumo_gap_ha": [0.387, 0.244],
  "symbols": ["C", "O", "H", "H", "H", "H", "H", "O", "H", "H", "O", "H", "H", "O", "H", "H", "O"],
  "xyz": [[2.322, -0.328, -0.719], [1.150, 0.314, -0.550], [2.211, -1.340, -1.026], [3.138, 0.122, -1.443], [2.704, -0.374, 0.345], [-0.157, 1.778, -0.560], [-0.186, 2.958, 0.416], [-0.725, 2.531, -0.286], [-0.111, -0.358, -1.861], [-1.400, -0.359, -2.623], [-0.473, -0.707, -2.692], [0.288, -1.685, 1.746], [0.199, -0.255, 0.763], [-0.267, -0.911, 1.507], [-2.076, -0.725, 2.208], [-3.576, -0.024, 2.085], [-3.041, -0.635, 2.688]],
  "forces_ev_per_a": [[2.3, 1.3, -0.4], [0.2, 0.4, -0.5], [-0.5, -1.3, 0.0], [-1.8, -0.2, 1.5], [0.2, -0.1, -0.6], [-0.6, 0.9, 0.2], [-0.6, -0.3, -0.7], [1.1, -0.4, 0.5], [0.0, -0.3, -0.4], [1.1, -0.6, -0.4], [-1.3, 0.8, 0.7], [-0.3, 1.0, -0.6], [-1.4, -3.1, 2.8], [1.4, 1.8, -2.0], [-3.4, 0.5, 1.5], [1.3, -1.3, 1.2], [2.2, 0.8, -2.8]],
  "lowdin_spin": [0.12, 0.76, 0.03, 0.00, 0.07, 0.00, 0.00, 0.00, 0.00, 0.00, 0.02, 0.00, 0.00, 0.00, 0.00, 0.00, 0.00]
}